Record 1
ORCA calculation (ωB97M-V/def2-TZVPD) on the molecule C16H25N3O5S.

The geometry in XYZ format:
```
50
C16H25N3O5S | the OMol25 dataset | ωB97M-V/def2-TZVPD
C -3.860 5.503 -1.149
O -3.845 4.347 -0.343
C -2.756 3.523 -0.309
C -2.796 2.565 0.698
C -1.794 1.631 0.877
C -0.690 1.656 0.037
N 0.393 0.772 0.148
C 0.651 0.032 1.360
C -0.032 -1.337 1.307
O -1.057 -1.474 0.656
N 0.504 -2.347 2.015
C 1.790 -2.347 2.675
C 2.834 -2.954 1.736
N 2.441 -4.319 1.419
C 3.442 -4.982 0.611
C 1.143 -4.315 0.761
C 0.096 -3.703 1.691
S 0.860 -0.033 -1.254
C -0.649 -0.548 -2.102
O 1.546 0.892 -2.109
O 1.608 -1.186 -0.832
C -0.631 2.610 -0.975
C -1.647 3.532 -1.177
O -1.612 4.451 -2.195
C -0.473 4.500 -3.021
H -3.869 5.258 -2.213
H -4.784 6.018 -0.887
H -3.009 6.154 -0.937
H -3.660 2.567 1.343
H -1.891 0.885 1.648
H 1.734 -0.081 1.416
H 0.298 0.610 2.217
H 2.074 -1.347 2.993
H 1.699 -2.981 3.563
H 3.808 -2.979 2.230
H 2.903 -2.333 0.827
H 3.602 -4.481 -0.356
H 3.127 -6.008 0.427
H 4.384 -4.999 1.156
H 0.870 -5.347 0.526
H 1.170 -3.727 -0.172
H -0.877 -3.663 1.203
H 0.028 -4.280 2.616
H -0.340 -1.155 -2.944
H -1.240 -1.116 -1.395
H -1.168 0.342 -2.431
H 0.237 2.599 -1.611
H -0.667 5.304 -3.729
H 0.430 4.729 -2.448
H -0.324 3.563 -3.566
```

The total energy comes out at -1563.2977 hartree. The max |F| is 1.1 eV/Å. The value obtained for the molar mass is 371.459 g mol⁻¹. Its SMILES is COc1ccc(N(CC(=O)N2CCN(C)CC2)S(C)(=O)=O)cc1OC. For the LUMO energy, the calculation gives 0.0279 hartree. As for the charge: 0. As for the energy relative to the best compared isomer or geometry (same formula, charge and spin): 68.5 kJ/mol.



Record 2
ORCA calculation (ωB97M-V/def2-TZVPD) on a cluster of 2 separate species, C16H25N3O5S2 in total.

The geometry in XYZ format:
```
51
C16H25N3O5S2 | the OMol25 dataset | ωB97M-V/def2-TZVPD
C -0.844 -1.867 -2.492
H -0.486 -2.569 -3.378
H -1.160 -0.881 -3.051
H 0.077 -1.629 -2.082
C -1.869 -2.711 -1.778
N -2.409 -1.824 -0.454
C -3.224 -0.699 -0.711
C -3.827 0.020 0.252
N -2.898 0.308 1.317
S -2.221 1.776 1.561
O -3.427 2.907 1.401
O -1.619 1.954 2.688
C -1.078 1.926 0.104
C 0.267 1.962 0.458
C 1.106 2.034 -0.766
C 0.590 2.423 -1.754
C -0.655 2.553 -2.012
C -1.610 2.492 -0.926
H -2.520 2.871 -1.172
H -1.080 3.100 -2.906
H 1.330 2.563 -2.769
S 2.760 1.929 -0.217
O 3.351 3.034 0.481
O 3.437 1.640 -1.471
N 2.883 0.620 0.339
C 4.083 0.373 1.498
H 4.063 1.103 2.058
C 3.775 -0.675 2.404
H 4.507 -1.037 3.212
O 3.615 -2.067 1.768
C 2.526 -1.815 0.737
H 2.444 -2.902 0.126
C 2.757 -0.725 -0.169
H 1.838 -0.767 -0.864
H 3.579 -1.016 -0.808
H 1.614 -1.564 1.370
H 2.860 -0.637 2.858
H 4.941 0.213 1.233
H 0.589 1.618 1.408
C -2.084 -0.693 1.805
C -1.236 -1.456 0.602
H -0.891 -2.208 0.928
H -0.715 -0.669 0.062
H -1.273 -0.600 2.445
H -2.670 -1.547 2.110
H -4.175 0.865 0.148
H -4.434 -0.844 0.809
H -3.770 -1.028 -1.551
H -2.485 0.302 -1.452
H -2.913 -2.765 -2.140
H -1.418 -3.391 -1.257
```

The total energy comes out at -1960.7753 hartree. The max |F| is 19.7 eV/Å. The value obtained for the molar mass is 403.526 g mol⁻¹. For the LUMO energy, the calculation gives -0.0111 hartree. As for the charge: 0. As for the energy relative to the best compared isomer or geometry (same formula, charge and spin): 2032.9 kJ/mol.



Record 3
ORCA calculation (ωB97M-V/def2-TZVPD) on a structure of composition C16H25N5OS2Ti.

The geometry in XYZ format:
```
50
C16H25N5OS2Ti | the OMol25 dataset | ωB97M-V/def2-TZVPD
Ti 0.321 -0.030 1.441
O -1.057 -1.368 0.406
N -1.347 -2.397 1.187
C -2.632 -2.756 1.373
C -2.947 -3.931 2.008
C -1.927 -4.746 2.528
C -0.608 -4.310 2.375
C -0.258 -3.098 1.756
S 1.259 -2.343 1.527
H -3.292 -2.085 0.785
H -3.999 -4.197 2.056
H -2.190 -5.687 2.976
H 0.215 -4.813 2.729
C 2.426 0.544 1.889
H 2.842 0.478 0.805
H 2.922 -0.259 2.407
H 2.629 1.492 2.383
C 3.248 0.949 -2.506
N 2.048 1.437 -1.786
C 2.258 2.615 -0.953
C 0.902 0.604 -1.735
N 0.118 0.691 -0.703
N 0.695 -0.267 -2.790
C -0.295 -1.305 -2.658
C 0.617 0.377 -4.082
H 4.053 0.603 -1.816
H 3.635 1.798 -3.146
H 3.068 0.100 -3.243
H 2.653 3.374 -1.654
H 2.995 2.494 -0.196
H 1.301 2.877 -0.578
H -0.706 0.169 -0.997
H -0.228 -1.765 -1.682
H -0.240 -2.032 -3.469
H -1.319 -0.894 -2.686
H 1.050 1.399 -3.904
H -0.472 0.432 -4.395
H 1.077 -0.076 -5.007
S -0.739 -0.059 3.631
C -1.248 1.010 2.323
N -0.257 2.013 1.998
C -0.601 3.132 1.242
C -1.833 3.304 0.742
C -2.889 2.280 0.986
C -2.583 1.195 1.754
H 0.210 2.275 2.843
H 0.254 3.807 1.127
H -1.960 4.170 0.110
H -3.885 2.379 0.545
H -3.283 0.423 2.051
```

The total energy comes out at -2619.4692 hartree. The max |F| is 2.9 eV/Å. The value obtained for the molar mass is 415.411 g mol⁻¹. For the LUMO energy (spin up / spin down), the calculation gives 0.0154 / 0.0154 hartree. As for the charge: 0. As for the energy relative to the best compared isomer or geometry (same formula, charge and spin): 0.0 kJ/mol.



Record 4
ORCA calculation (ωB97M-V/def2-TZVPD) on the molecule C16H25NO2.

The geometry in XYZ format:
```
44
C16H25NO2 | the OMol25 dataset | ωB97M-V/def2-TZVPD
C -0.673 -3.310 -0.266
C -0.574 -3.015 -1.755
O -0.903 -1.655 -1.942
C -0.800 -1.105 -3.194
C -0.490 -1.851 -4.325
C -0.422 -1.270 -5.580
C -0.665 0.081 -5.726
C -0.958 0.839 -4.609
C -1.027 0.279 -3.337
O -1.377 1.163 -2.356
C -1.028 0.947 -1.002
C 0.486 0.946 -0.782
C 0.869 0.599 0.654
C 0.435 1.658 1.666
N 1.040 1.419 2.957
C 0.569 0.216 3.635
C 0.674 0.504 5.142
C 1.324 1.888 5.213
C 0.893 2.516 3.895
H -1.675 -3.089 0.091
H 0.036 -2.696 0.284
H -0.453 -4.358 -0.082
H -1.273 -3.655 -2.312
H 0.447 -3.213 -2.111
H -0.310 -2.910 -4.236
H -0.185 -1.883 -6.436
H -0.621 0.547 -6.698
H -1.147 1.898 -4.690
H -1.489 1.791 -0.483
H -1.462 0.016 -0.626
H 0.929 0.207 -1.453
H 0.888 1.924 -1.053
H 1.954 0.498 0.723
H 0.424 -0.362 0.919
H -0.669 1.685 1.736
H 0.776 2.639 1.323
H 1.198 -0.627 3.339
H -0.471 -0.021 3.358
H -0.320 0.531 5.591
H 1.260 -0.251 5.663
H 1.004 2.462 6.080
H 2.410 1.793 5.230
H 1.526 3.352 3.591
H -0.151 2.873 3.961
```

The total energy comes out at -829.8723 hartree. The max |F| is 0.6 eV/Å. The value obtained for the molar mass is 263.381 g mol⁻¹. Its SMILES is CCOc1ccccc1OCCCCN1CCCC1. For the LUMO energy, the calculation gives 0.0310 hartree. As for the charge: 0. As for the energy relative to the best compared isomer or geometry (same formula, charge and spin): 146.8 kJ/mol.